ORCA calculation (ωB97M-V with the def2-TZVPD basis set) on an isolated ion of composition C7H12N and charge +1 at a distorted geometry.

Calculated values
Orbital gap = 11.39 eV
Net charge = +1
SMILES string = C#CC(C)(C)[C@H]1C[NH2+]1
Highest occupied orbital energy = -14.4 eV
DFT total energy = -8933.18699 eV
Relative energy (zero: lowest compared OMol25 entry of this formula, charge and spin) = 368.1 kJ/mol

CARTESIAN COORDINATES (ANGSTROEM)
C -0.34 -2.58 0.04
C -0.60 -1.40 0.16
C 1.87 0.03 0.72
C 0.89 0.61 -0.19
C -1.28 0.53 1.29
C -1.33 0.49 -1.29
C -0.53 0.07 0.00
N 1.74 -0.49 -0.63
H -0.21 -3.60 0.28
H 2.72 0.58 1.11
H 1.50 -0.67 1.45
H 1.13 1.53 -0.59
H -1.87 1.49 1.19
H -1.85 -0.18 1.71
H -0.59 0.69 2.15
H -1.63 1.52 -1.03
H -2.15 -0.30 -1.35
H -0.73 0.40 -2.25
H 2.58 -0.27 -1.13
H 1.28 -1.33 -0.71